Record 1
Here is 2 unconnected molecules or ions with the total composition C4H9B2NO2 from the Open Molecules 2025 dataset. Energies are from the ωB97M-V functional and the def2-TZVPD basis.

Last column: Mulliken charge in e.
CARTESIAN COORDINATES (ANGSTROEM)
1 C 1.58 1.37 -1.80  -0.637
2 C 0.46 1.10 -0.96  0.162
3 C -0.63 1.69 -1.55  -0.774
4 N -0.21 2.30 -2.70  0.021
5 C 1.14 2.11 -2.86  -0.423
6 H 2.60 1.05 -1.64  0.375
7 H 0.46 0.54 -0.04  0.416
8 H -1.66 1.73 -1.24  0.360
9 H -0.80 2.81 -3.33  0.174
10 H 1.65 2.51 -3.72  0.371
11 B -1.45 -2.07 3.30  0.088
12 B -0.22 -2.13 2.15  0.409
13 O 0.23 -3.37 1.77  -0.486
14 O 0.33 -1.04 1.54  -0.529
15 H -1.25 -2.20 4.47  -0.054
16 H -2.56 -1.94 2.89  -0.055
17 H -0.54 -3.93 1.55  0.292
18 H 0.84 -0.52 2.17  0.290

F_max: 1.14 eV/A
frontier orbital gap: 7.920 eV
SMILES: c1cc[nH]c1.BB(O)O


Record 2
Here is 2 unconnected molecules or ions with the total composition C2H5BrN2O from the Open Molecules 2025 dataset. Energies are from the ωB97M-V functional and the def2-TZVPD basis.

Last column: Mulliken charge in e.
CARTESIAN COORDINATES (ANGSTROEM)
1 C 0.10 -0.45 -0.35  0.835
2 C 1.26 -0.72 0.57  -1.143
3 N -1.62 0.89 -0.83  -0.190
4 N -0.61 0.80 -0.06  -0.319
5 O -0.35 -1.05 -1.31  -0.579
6 Br -4.16 0.21 0.05  -0.379
7 H 1.66 -1.62 0.29  0.352
8 H 1.93 0.04 0.52  0.368
9 H 0.82 -0.55 1.49  0.360
10 H -2.12 1.73 -0.64  0.295
11 H -1.75 -0.02 -1.58  0.401

energy relative to the best compared isomer or geometry (same formula, charge and spin): 2.275 eV
F_max: 3.76 eV/A
frontier orbital gap (spin up / spin down): 7.771 / 5.964 eV


Record 3
Here is a molecular structure, C23H28F6I2N7O4S4Sc from the Open Molecules 2025 dataset. Energies are from the ωB97M-V functional and the def2-TZVPD basis.

Last column: Mulliken charge in e.
CARTESIAN COORDINATES (ANGSTROEM)
1 Sc -0.25 0.35 -0.19  0.116
2 F -2.42 4.55 2.84  -0.189
3 C -1.35 3.79 2.82  0.559
4 F -1.02 3.42 4.04  -0.170
5 F -0.33 4.45 2.28  -0.169
6 S -1.68 2.23 1.80  1.360
7 O -0.48 1.98 1.00  -0.591
8 O -1.94 1.18 2.73  -0.663
9 N -2.88 2.54 0.84  -0.648
10 S -2.69 2.27 -0.68  1.189
11 O -1.94 1.04 -0.94  -0.692
12 O -3.85 2.43 -1.47  -0.595
13 C -1.40 3.56 -1.21  0.650
14 F -1.68 4.15 -2.35  -0.209
15 F -0.20 2.93 -1.37  -0.147
16 F -1.24 4.46 -0.26  -0.225
17 C -4.05 -2.10 1.34  -1.286
18 C -3.06 -1.12 1.18  -0.054
19 N -1.95 -1.30 0.48  0.579
20 C -1.78 -2.50 -0.13  -0.279
21 C -2.72 -3.55 -0.04  1.100
22 C -3.88 -3.32 0.73  -0.698
23 C -2.48 -4.78 -0.71  -1.020
24 C -1.33 -4.98 -1.40  -0.892
25 C -0.34 -3.97 -1.47  1.179
26 C 0.88 -4.16 -2.14  -0.935
27 C 1.80 -3.14 -2.16  -1.275
28 C 1.49 -1.93 -1.54  -0.326
29 N 0.35 -1.70 -0.91  1.128
30 C -0.56 -2.72 -0.85  -0.121
31 H -4.91 -1.89 1.95  0.510
32 H -3.18 -0.17 1.69  0.470
33 H -4.60 -4.11 0.85  0.471
34 H -3.23 -5.55 -0.64  0.455
35 H -1.15 -5.91 -1.90  0.468
36 H 1.08 -5.11 -2.63  0.475
37 H 2.76 -3.26 -2.63  0.605
38 H 2.21 -1.12 -1.56  0.523
39 I 3.32 -2.34 1.47  0.110
40 C 2.17 -1.82 3.17  -0.910
41 I 0.42 -0.54 2.69  0.416
42 H 2.82 -1.27 3.85  0.467
43 H 1.82 -2.74 3.63  0.445
44 C 7.05 2.10 -0.39  -1.119
45 C 6.00 1.55 -1.34  -0.335
46 N 4.73 1.29 -0.66  -0.011
47 C 3.52 1.78 -0.84  0.363
48 S 2.27 0.90 0.00  -0.007
49 N 3.20 2.87 -1.52  0.064
50 C 4.03 4.03 -1.81  -0.620
51 C 4.34 4.18 -3.30  -1.086
52 H 7.99 2.20 -0.92  0.372
53 H 7.20 1.42 0.44  0.354
54 H 6.77 3.07 0.00  0.278
55 H 6.34 0.59 -1.74  0.396
56 H 5.83 2.22 -2.18  0.044
57 H 4.76 0.49 -0.03  0.209
58 H 2.21 2.99 -1.69  0.019
59 H 4.95 3.96 -1.23  0.269
60 H 3.49 4.92 -1.47  0.409
61 H 4.85 3.31 -3.70  0.283
62 H 4.98 5.05 -3.44  0.368
63 H 3.43 4.34 -3.87  0.347
64 S 0.56 0.62 -3.03  -0.082
65 C -0.22 0.34 -4.49  -0.162
66 N -1.53 0.22 -4.70  0.036
67 C -1.84 0.03 -6.11  -0.485
68 C -0.45 -0.02 -6.77  -0.498
69 N 0.44 0.20 -5.64  -0.112
70 H -2.24 0.41 -4.02  0.142
71 H -2.45 0.86 -6.49  0.317
72 H -2.40 -0.90 -6.26  0.297
73 H -0.31 0.76 -7.52  0.298
74 H -0.24 -0.99 -7.23  0.290
75 H 1.44 0.24 -5.71  0.180

energy relative to the best compared isomer or geometry (same formula, charge and spin): 0.490 eV
F_max: 2.61 eV/A
frontier orbital gap: 7.978 eV
total charge: +2


Record 4
Here is a single C2H5NS2 molecule from the Open Molecules 2025 dataset. Energies are from the ωB97M-V functional and the def2-TZVPD basis.

Last column: Mulliken charge in e.
CARTESIAN COORDINATES (ANGSTROEM)
1 C -0.82 0.62 -1.34  -0.746
2 S 0.28 1.35 -0.14  -0.005
3 N 0.21 0.18 1.14  -0.221
4 C 0.96 -0.92 1.01  -0.075
5 S 1.17 -2.10 2.08  -0.322
6 H -1.76 0.44 -0.87  0.298
7 H -0.39 -0.34 -1.82  0.242
8 H -1.07 1.32 -2.16  0.305
9 H 0.05 0.57 2.08  0.275
10 H 1.36 -1.11 0.03  0.250

energy relative to the best compared isomer or geometry (same formula, charge and spin): 1.054 eV
F_max: 1.89 eV/A
frontier orbital gap: 9.083 eV
SMILES: CSNC=S


Record 5
Here is 5 unconnected molecules or ions with the total composition C8H27N9O5 from the Open Molecules 2025 dataset. Energies are from the ωB97M-V functional and the def2-TZVPD basis.

Last column: Mulliken charge in e.
CARTESIAN COORDINATES (ANGSTROEM)
1 C -3.70 4.18 0.79  -0.785
2 O -2.72 3.68 0.01  -0.291
3 C -3.08 2.53 -0.79  -0.679
4 C -1.96 2.20 -1.78  0.356
5 C -2.39 1.25 -2.92  -1.523
6 N -0.72 1.83 -1.10  -0.522
7 H -4.06 3.53 1.58  0.313
8 H -4.60 4.46 0.23  0.302
9 H -3.36 5.05 1.34  0.252
10 H -3.14 1.76 -0.01  0.303
11 H -4.01 2.73 -1.32  0.415
12 H -1.76 3.16 -2.28  0.259
13 H -1.52 1.09 -3.56  0.408
14 H -3.18 1.70 -3.52  0.451
15 H -2.79 0.31 -2.54  0.295
16 H -0.32 2.72 -0.86  0.160
17 H -0.08 1.32 -1.70  0.236
18 N -2.62 -5.33 -0.10  -0.329
19 C -3.10 -5.37 1.15  0.516
20 N -2.28 -4.75 2.05  -0.402
21 O -4.11 -5.81 1.49  -0.596
22 H -1.67 -5.02 -0.19  0.207
23 H -3.15 -5.62 -0.91  0.184
24 H -2.65 -4.49 2.95  0.213
25 H -1.50 -4.29 1.59  0.379
26 N 0.84 -1.41 0.73  -0.307
27 C -0.30 -1.95 0.43  0.459
28 N -1.14 -1.04 -0.02  -0.204
29 O -0.54 -3.11 0.51  -0.797
30 H 1.09 -0.47 0.48  0.174
31 H 1.64 -2.03 0.76  0.224
32 H -2.06 -1.42 -0.19  0.204
33 H -0.87 -0.10 -0.25  0.195
34 N 4.79 -0.55 0.72  -0.372
35 C 4.73 -1.84 1.03  0.624
36 N 5.96 -2.32 1.31  -0.468
37 O 3.67 -2.47 1.16  -0.692
38 H 5.44 0.13 1.07  0.247
39 H 3.94 -0.19 0.32  0.090
40 H 5.84 -3.31 1.49  0.270
41 H 6.74 -1.70 1.31  0.174
42 N 3.39 2.14 0.88  -0.401
43 C 2.79 2.25 -0.25  0.764
44 N 3.16 3.31 -0.92  -0.519
45 O 2.16 1.42 -0.82  -0.638
46 H 3.28 1.34 1.48  0.264
47 H 3.81 2.97 1.27  0.159
48 H 3.64 4.08 -0.46  0.169
49 H 2.48 3.44 -1.65  0.257

energy relative to the best compared isomer or geometry (same formula, charge and spin): 2.561 eV
F_max: 6.61 eV/A
frontier orbital gap: 8.556 eV
SMILES: COC[C@H](C)N.NC(N)=O.NC(N)=O.NC(N)=O.NC(N)=O


Record 6
Here is a molecular structure, C20H48F12N2O16S4Sn from the Open Molecules 2025 dataset. Energies are from the ωB97M-V functional and the def2-TZVPD basis.

Last column: Mulliken charge in e.
CARTESIAN COORDINATES (ANGSTROEM)
1 Sn -1.01 -1.62 3.04  1.458
2 C -3.81 1.92 1.79  0.592
3 F -3.55 3.10 1.26  -0.162
4 F -5.03 1.81 2.28  -0.203
5 F -3.67 0.97 0.88  -0.232
6 S -2.67 1.64 3.30  0.839
7 O -1.36 1.27 2.76  -0.179
8 O -2.69 2.82 4.13  -0.582
9 N -3.30 0.16 3.97  -0.417
10 S -4.06 0.61 5.24  0.883
11 O -3.13 0.86 6.32  -0.668
12 O -5.13 1.59 5.07  -0.601
13 C -5.06 -0.90 5.81  0.574
14 F -4.30 -2.01 5.88  -0.235
15 F -5.61 -0.63 6.97  -0.179
16 F -5.93 -1.17 4.84  -0.217
17 C -1.32 -1.59 -1.68  0.597
18 F -2.48 -2.25 -1.69  -0.218
19 F -0.83 -1.60 -2.90  -0.201
20 F -1.43 -0.35 -1.26  -0.147
21 S -0.06 -2.58 -0.55  0.865
22 O -0.79 -3.63 0.12  -0.708
23 O 0.98 -3.02 -1.41  -0.556
24 N 0.45 -1.46 0.59  0.067
25 S 1.75 -0.82 -0.01  0.666
26 O 2.95 -1.55 0.32  -0.633
27 O 1.70 -0.41 -1.40  -0.537
28 C 1.90 0.75 1.00  0.284
29 F 1.96 0.37 2.26  -0.084
30 F 2.95 1.43 0.62  -0.119
31 F 0.77 1.45 0.80  -0.036
32 C -6.09 -1.11 -3.35  -0.951
33 C -5.86 -2.47 -2.72  0.007
34 O -7.15 -3.02 -2.45  -0.538
35 H -5.11 -0.64 -3.28  0.072
36 H -6.75 -0.47 -2.76  0.388
37 H -6.46 -1.10 -4.38  0.406
38 H -5.32 -2.31 -1.79  0.083
39 H -5.20 -3.09 -3.34  0.212
40 H -7.71 -2.65 -3.13  0.332
41 C 4.69 0.29 4.16  -0.414
42 C 4.75 -0.18 5.60  -0.342
43 O 3.51 -0.76 6.09  -0.496
44 H 5.61 0.76 3.81  0.456
45 H 4.01 1.14 4.08  -0.142
46 H 4.47 -0.49 3.43  0.057
47 H 4.92 0.70 6.23  0.325
48 H 5.53 -0.90 5.86  0.323
49 H 3.55 -0.87 7.04  0.268
50 C 1.10 -1.72 -6.15  -0.831
51 C 0.38 -3.09 -6.13  -0.268
52 O 1.11 -3.78 -5.13  -0.504
53 H 2.17 -1.86 -6.33  0.341
54 H 1.00 -1.28 -5.16  0.095
55 H 0.58 -1.14 -6.92  0.311
56 H 0.46 -3.55 -7.12  0.339
57 H -0.69 -2.97 -5.94  0.250
58 H 0.51 -4.20 -4.51  0.281
59 C -2.62 0.41 -5.58  -0.624
60 C -4.12 0.67 -5.65  -0.297
61 O -4.45 1.45 -6.81  -0.587
62 H -2.15 1.38 -5.77  0.282
63 H -2.36 -0.20 -6.45  0.313
64 H -2.36 0.12 -4.57  0.010
65 H -4.49 1.27 -4.81  0.388
66 H -4.74 -0.21 -5.87  0.180
67 H -5.40 1.57 -6.79  0.317
68 C -0.87 3.44 -2.86  -1.140
69 C -1.25 3.81 -1.41  0.022
70 O -0.14 3.95 -0.56  -0.514
71 H -0.68 2.38 -3.03  0.253
72 H -0.08 4.10 -3.20  0.322
73 H -1.75 3.70 -3.46  0.388
74 H -1.98 3.07 -1.07  -0.018
75 H -1.77 4.77 -1.50  0.417
76 H 0.34 3.12 -0.66  0.227
77 C 5.60 -3.74 2.02  -0.801
78 C 4.48 -4.65 1.54  -0.300
79 O 3.21 -4.06 1.64  -0.437
80 H 6.62 -4.09 1.87  0.390
81 H 5.45 -3.63 3.10  0.170
82 H 5.48 -2.77 1.53  0.169
83 H 4.50 -5.56 2.14  0.295
84 H 4.67 -4.87 0.48  0.266
85 H 2.99 -3.45 0.92  0.284
86 C 4.87 3.84 -2.16  -1.178
87 C 5.35 2.71 -1.28  0.272
88 O 6.66 3.07 -0.78  -0.561
89 H 4.77 4.75 -1.56  0.329
90 H 3.84 3.65 -2.47  0.305
91 H 5.56 4.03 -2.97  0.327
92 H 5.31 1.78 -1.85  0.253
93 H 4.81 2.67 -0.33  0.000
94 H 6.97 2.32 -0.28  0.291
95 C 1.22 2.53 4.54  -0.729
96 C 0.78 1.31 5.35  -0.177
97 O 0.91 0.09 4.66  -0.182
98 H 0.83 3.47 4.93  0.448
99 H 0.83 2.43 3.52  -0.138
100 H 2.30 2.60 4.37  0.237
101 H -0.26 1.46 5.66  0.109
102 H 1.28 1.32 6.32  0.342
103 H 1.66 -0.38 5.06  0.105

energy relative to the best compared isomer or geometry (same formula, charge and spin): 0.000 eV
F_max: 5.83 eV/A
frontier orbital gap: 5.885 eV


Record 7
Here is 9 unconnected molecules or ions with the total composition C35H75NO13P2 from the Open Molecules 2025 dataset. Energies are from the ωB97M-V functional and the def2-TZVPD basis.

Last column: Mulliken charge in e.
CARTESIAN COORDINATES (ANGSTROEM)
1 C -6.67 0.26 -0.88  -1.185
2 C -5.44 0.09 0.07  0.336
3 N -5.01 -1.33 0.26  -0.422
4 O -3.68 -1.51 -0.15  -0.121
5 P -2.64 -1.28 1.13  0.360
6 O -2.98 -0.03 1.94  -0.409
7 O -2.53 -2.57 2.15  -0.291
8 O -1.15 -0.97 0.43  -0.165
9 P -1.55 0.24 -0.78  0.721
10 C -1.50 -0.64 -2.43  -1.095
11 O -0.33 1.40 -0.70  -0.469
12 H -6.54 1.21 -1.42  0.301
13 H -7.57 0.38 -0.25  0.319
14 H -6.75 -0.55 -1.62  0.393
15 H -5.71 0.48 1.07  0.147
16 H -4.56 0.65 -0.29  -0.069
17 H -5.55 -1.85 -0.43  0.218
18 H -3.31 -2.54 2.73  0.319
19 H -2.35 -1.33 -2.46  0.252
20 H -0.56 -1.19 -2.64  0.236
21 H -1.65 0.10 -3.24  0.424
22 H -0.69 2.25 -0.96  0.167
23 C -2.64 4.10 2.96  -0.096
24 C -4.04 4.69 2.86  -0.689
25 C -4.38 4.44 1.40  -0.414
26 O -3.69 3.25 1.01  -0.355
27 C -2.74 2.90 2.03  0.180
28 H -2.35 3.83 3.97  0.216
29 H -1.91 4.82 2.57  0.091
30 H -4.73 4.13 3.50  0.298
31 H -4.09 5.74 3.13  0.362
32 H -4.02 5.26 0.76  0.138
33 H -5.45 4.32 1.23  0.302
34 H -3.12 2.02 2.56  0.062
35 H -1.79 2.64 1.57  0.014
36 C -2.38 -6.01 5.12  -0.593
37 C -3.45 -6.38 6.13  -0.532
38 C -4.39 -5.19 6.04  -0.417
39 O -4.30 -4.70 4.69  -0.407
40 C -3.19 -5.32 4.04  -0.140
41 H -1.81 -6.87 4.74  0.356
42 H -1.67 -5.31 5.56  0.259
43 H -3.97 -7.29 5.81  0.261
44 H -3.07 -6.55 7.13  0.347
45 H -4.07 -4.39 6.71  0.265
46 H -5.42 -5.45 6.27  0.257
47 H -3.58 -6.05 3.31  0.199
48 H -2.62 -4.57 3.50  0.176
49 C -0.10 1.71 5.89  -0.642
50 C -0.85 0.94 4.82  0.131
51 C -0.93 -0.44 5.43  -0.333
52 O -0.97 -0.27 6.85  -0.439
53 C -0.65 1.09 7.16  -0.494
54 H -0.26 2.79 5.85  0.340
55 H 0.97 1.52 5.81  0.297
56 H -1.86 1.35 4.70  -0.115
57 H -0.36 0.95 3.84  0.320
58 H -0.04 -1.03 5.18  0.163
59 H -1.82 -0.98 5.10  0.184
60 H -1.57 1.59 7.49  0.253
61 H 0.07 1.11 7.99  0.325
62 C 2.39 -2.19 0.77  -0.689
63 C 3.58 -1.53 0.10  -0.374
64 C 3.62 -2.24 -1.24  0.119
65 O 2.27 -2.59 -1.56  -0.487
66 C 1.45 -2.40 -0.40  0.059
67 H 1.94 -1.60 1.57  0.375
68 H 2.68 -3.16 1.19  0.319
69 H 3.38 -0.46 -0.04  0.161
70 H 4.51 -1.63 0.66  0.398
71 H 4.21 -3.16 -1.19  0.068
72 H 4.03 -1.61 -2.03  -0.080
73 H 0.83 -1.52 -0.57  -0.324
74 H 0.79 -3.26 -0.27  0.326
75 C 4.75 1.14 -2.69  0.136
76 C 5.60 2.31 -3.16  -0.531
77 C 4.66 3.03 -4.10  -0.514
78 O 3.33 2.80 -3.61  -0.434
79 C 3.37 1.78 -2.61  -0.391
80 H 5.07 0.71 -1.74  0.298
81 H 4.75 0.35 -3.45  0.062
82 H 5.85 2.95 -2.31  0.291
83 H 6.53 2.00 -3.64  0.185
84 H 4.72 2.62 -5.11  0.261
85 H 4.85 4.10 -4.15  0.311
86 H 3.21 2.25 -1.63  0.178
87 H 2.56 1.07 -2.78  0.151
88 C -0.09 -3.48 -6.13  -0.468
89 C -1.21 -4.49 -6.01  -0.542
90 C -2.08 -3.87 -4.93  -0.415
91 O -1.93 -2.45 -5.05  -0.345
92 C -0.83 -2.17 -5.93  -0.366
93 H 0.45 -3.52 -7.08  0.352
94 H 0.64 -3.63 -5.32  0.191
95 H -1.76 -4.55 -6.95  0.257
96 H -0.87 -5.50 -5.75  0.324
97 H -1.75 -4.16 -3.93  0.251
98 H -3.13 -4.13 -5.04  0.277
99 H -1.23 -1.79 -6.87  0.299
100 H -0.20 -1.39 -5.49  0.214
101 C 8.18 -2.90 -2.49  -0.642
102 C 9.04 -1.74 -2.96  -0.621
103 C 8.10 -1.02 -3.91  -0.448
104 O 6.77 -1.24 -3.42  -0.334
105 C 6.80 -2.26 -2.42  -0.097
106 H 8.49 -3.33 -1.54  0.363
107 H 8.18 -3.69 -3.24  0.266
108 H 9.28 -1.10 -2.11  0.266
109 H 9.97 -2.05 -3.43  0.378
110 H 8.16 -1.43 -4.92  0.288
111 H 8.30 0.06 -3.96  0.226
112 H 6.64 -1.78 -1.45  0.105
113 H 6.00 -2.97 -2.60  0.262
114 C -0.15 6.54 -1.52  -0.605
115 C -0.29 7.96 -1.00  -0.586
116 C -1.55 7.87 -0.16  -0.516
117 O -1.60 6.53 0.35  -0.340
118 C -0.63 5.73 -0.33  -0.079
119 H 0.86 6.28 -1.83  0.357
120 H -0.82 6.39 -2.37  0.298
121 H 0.56 8.21 -0.37  0.258
122 H -0.37 8.71 -1.79  0.347
123 H -2.45 8.03 -0.77  0.276
124 H -1.56 8.57 0.67  0.310
125 H 0.19 5.53 0.37  0.298
126 H -1.08 4.78 -0.62  -0.027

F_max: 4.43 eV/A
frontier orbital gap: 8.694 eV


Record 8
Here is a gas-phase ion, C6H13N3PS (charge +1) from the Open Molecules 2025 dataset. Energies are from the ωB97M-V functional and the def2-TZVPD basis.

Last column: Mulliken charge in e.
CARTESIAN COORDINATES (ANGSTROEM)
1 C -0.38 2.40 0.86  -0.271
2 C 1.08 2.32 0.78  -0.520
3 C -2.78 0.13 -0.44  -0.228
4 C -2.32 -1.00 0.45  -0.449
5 C 2.10 -2.21 -0.75  -0.317
6 C 1.50 -2.23 0.59  -0.401
7 N 0.29 1.11 0.71  -0.064
8 N -1.68 -0.64 -0.86  -0.392
9 N 1.55 -0.98 -0.12  -0.117
10 P 0.31 0.10 -0.55  0.571
11 S 0.85 1.21 -2.32  -0.263
12 H -0.81 2.52 1.88  0.218
13 H -1.04 2.69 0.03  0.316
14 H 1.69 2.77 -0.01  0.252
15 H 1.60 2.29 1.67  0.279
16 H -3.71 -0.02 -0.89  0.348
17 H -2.81 1.05 0.16  0.145
18 H -1.81 -0.76 1.31  0.341
19 H -2.97 -1.88 0.31  0.266
20 H 3.18 -2.07 -0.75  0.255
21 H 1.67 -2.66 -1.64  0.287
22 H 0.53 -2.71 0.78  0.257
23 H 2.00 -1.99 1.50  0.265
24 H 1.97 0.56 -2.72  0.222

energy relative to the best compared isomer or geometry (same formula, charge and spin): 1.315 eV
F_max: 4.63 eV/A
frontier orbital gap: 9.502 eV
total charge: +1